#1
Molecular formula: C24H66N6O6
Method: DFT, ωB97M-V/def2-TZVPD

As for the SMILES: COC[C@H](C)N.COC[C@H](C)N.COC[C@H](C)N.COC[C@H](C)N.COC[C@H](C)N.COC[C@H](C)N. Its highest occupied orbital energy is -8.3841 eV. As for the net charge: 0. The calculation puts the orbital gap at 8.96 eV. As for the LUMO energy: 0.6 eV. The multiplicity is 1.

Cartesian coordinates (Å):
C (-6.9509, 2.0446, -3.0980)
O (-6.5808, 2.8579, -2.0606)
C (-5.9444, 2.2056, -0.9559)
C (-6.1911, 2.9855, 0.4020)
C (-5.3674, 2.4014, 1.5594)
N (-7.5752, 2.9934, 0.7617)
H (-7.5330, 2.6174, -3.8199)
H (-7.6448, 1.2336, -2.8771)
H (-6.0179, 1.6548, -3.5050)
H (-6.3389, 1.1903, -0.9145)
H (-4.8735, 2.1355, -1.1463)
H (-5.7636, 3.9718, 0.2221)
H (-5.4669, 1.3650, 1.8822)
H (-5.5619, 2.9472, 2.4826)
H (-4.2955, 2.5419, 1.4200)
H (-8.1156, 3.0872, -0.0864)
H (-7.7451, 2.0174, 0.9584)
C (-2.3954, -2.3387, 3.1608)
O (-2.6819, -2.0561, 1.7507)
C (-3.5975, -2.9566, 1.1753)
C (-3.9884, -2.5289, -0.2599)
C (-4.7119, -1.1249, -0.1429)
N (-4.8363, -3.3878, -1.1070)
H (-1.5239, -1.8538, 3.6007)
H (-2.3938, -3.4196, 3.3008)
H (-3.2833, -2.0951, 3.7442)
H (-3.1545, -3.9521, 1.2048)
H (-4.4900, -2.9677, 1.8010)
H (-3.0309, -2.4236, -0.7700)
H (-5.5182, -1.1832, 0.5882)
H (-5.1888, -0.7348, -1.0421)
H (-3.9901, -0.3549, 0.1294)
H (-5.2594, -2.7030, -1.7171)
H (-5.5052, -3.8522, -0.5095)
C (4.6434, 0.0076, 1.4616)
O (5.8056, 0.6743, 1.3073)
C (6.8206, -0.3493, 1.3107)
C (8.1209, 0.1232, 1.9897)
C (9.2776, -0.7895, 1.6931)
N (8.0175, 0.3208, 3.4169)
H (4.7748, -0.5909, 2.3630)
H (4.5009, -0.6579, 0.6102)
H (3.7863, 0.6806, 1.4865)
H (6.5340, -1.2201, 1.9004)
H (6.9138, -0.7325, 0.2945)
H (8.4370, 1.1022, 1.6296)
H (9.3098, -0.9723, 0.6190)
H (9.1383, -1.7481, 2.1929)
H (10.2434, -0.3342, 1.9119)
H (7.8413, -0.5856, 3.8262)
H (7.1652, 0.8125, 3.6447)
C (0.6489, 1.2878, 2.6835)
O (-0.6805, 0.8026, 2.7197)
C (-1.4912, 1.2047, 1.6300)
C (-0.9571, 0.9134, 0.1748)
C (-1.8997, 1.4154, -0.9634)
N (-0.8518, -0.4428, -0.1553)
H (1.0773, 0.6842, 1.8833)
H (1.1370, 1.1445, 3.6475)
H (0.6403, 2.3426, 2.4090)
H (-2.4167, 0.6568, 1.8071)
H (-1.6023, 2.2888, 1.6061)
H (0.0630, 1.2587, 0.0066)
H (-1.5908, 0.9765, -1.9121)
H (-1.9491, 2.5043, -0.9583)
H (-2.9565, 1.1867, -0.8259)
H (-0.6195, -0.9175, 0.7053)
H (-1.7404, -0.8430, -0.4204)
C (0.0887, -5.8854, -0.4038)
O (0.2420, -5.1397, -1.6168)
C (0.6542, -3.8420, -1.4558)
C (0.3129, -2.9868, -2.7091)
C (0.7131, -3.5120, -4.1414)
N (0.7979, -1.6430, -2.5341)
H (0.1778, -6.9614, -0.5535)
H (-0.8101, -5.5215, 0.0941)
H (0.9007, -5.7452, 0.3096)
H (0.0475, -3.4109, -0.6594)
H (1.7052, -3.7504, -1.1815)
H (-0.7698, -3.1090, -2.6761)
H (1.1692, -4.5020, -4.1531)
H (1.2386, -2.8402, -4.8201)
H (-0.2091, -3.7627, -4.6656)
H (0.5542, -1.0222, -3.2926)
H (0.5435, -1.1151, -1.7114)
C (4.1644, 3.8474, 1.5029)
O (3.2974, 3.8070, 0.3550)
C (4.0937, 3.3797, -0.7702)
C (3.2457, 3.0665, -1.9550)
C (2.1415, 2.0933, -1.6516)
N (4.0398, 2.5290, -3.0116)
H (4.7227, 2.9261, 1.6696)
H (3.5360, 3.9939, 2.3814)
H (4.9350, 4.6053, 1.3620)
H (4.7802, 4.2012, -0.9752)
H (4.6548, 2.4850, -0.5006)
H (2.8013, 4.0198, -2.2409)
H (1.3579, 2.0640, -2.4087)
H (1.5643, 2.3169, -0.7543)
H (2.4158, 1.0385, -1.6389)
H (3.5048, 2.6356, -3.8616)
H (4.7630, 3.2185, -3.1589)

Results of the Mulliken charge analysis, in e, for atoms 1 through 99: -0.7147 -0.4209 -0.2933 0.3807 -1.2911 -0.7463 0.2657 0.3021 0.3090 0.1073 0.2885 0.2692 0.2560 0.4445 0.2352 0.3365 0.2865 -0.9670 0.0919 -0.9336 1.1075 -0.8355 -0.6923 0.2218 0.3731 0.3561 0.3960 0.4639 -0.7379 0.3190 0.6055 -0.3507 0.3289 0.3066 -0.6313 -0.2715 -0.9407 0.4974 -1.3825 -0.7419 0.4823 0.3507 -0.0506 0.3721 0.3681 0.2882 0.3573 0.3328 0.3464 0.2739 0.2663 -0.6818 -0.4334 -0.5271 1.4719 -1.0054 -0.1639 0.2421 0.3586 0.3160 -0.1739 0.5525 -0.6865 0.3924 0.5505 -0.2108 0.2187 -0.1516 -0.6294 -0.3322 -0.3513 0.9400 -1.3540 -0.6205 0.2940 0.1302 0.3270 -0.0199 0.3244 -0.1109 0.2960 0.3646 0.3428 0.2491 0.1565 -0.4757 -0.3144 -0.7931 0.5872 -1.6229 -0.7285 0.0595 0.2578 0.3228 0.4523 0.3315 0.2170 0.4079 0.1934



#2
Molecular formula: C24H66N6O6
Method: DFT, ωB97M-V/def2-TZVPD

Its highest occupied orbital energy is -8.3038 eV. As for the net charge: 0. The calculation puts the orbital gap at 8.77 eV. As for the LUMO energy: 0.5 eV. The multiplicity is 1.

Cartesian coordinates (Å):
C (-18.6342, -32.1947, 4.1481)
C (-19.1717, -33.4030, 3.3051)
C (-18.4791, -33.8089, 1.9834)
O (-18.5600, -32.8326, 0.8996)
C (-17.5450, -33.0634, 0.0283)
N (-18.8331, -34.5478, 4.1340)
H (-17.6667, -32.1877, 4.6501)
H (-19.4137, -31.8957, 4.8488)
H (-18.7448, -31.3795, 3.4331)
H (-20.2557, -33.3493, 3.2043)
H (-18.8999, -34.6432, 1.4222)
H (-17.4545, -34.0742, 2.2439)
H (-16.5476, -32.9553, 0.4547)
H (-17.6635, -32.3728, -0.8066)
H (-17.6609, -34.0448, -0.4314)
H (-19.4847, -34.6381, 4.9004)
H (-17.9201, -34.2961, 4.4848)
C (-17.4337, -28.3182, 0.1363)
C (-16.5415, -29.5817, 0.1089)
C (-16.7398, -30.5015, 1.3742)
O (-15.8137, -31.6021, 1.4739)
C (-16.0069, -32.2151, 2.7275)
N (-16.9164, -30.2509, -1.1606)
H (-18.4107, -28.7215, 0.4025)
H (-17.3842, -27.6116, -0.6921)
H (-17.2446, -27.7761, 1.0629)
H (-15.5001, -29.2628, 0.0649)
H (-17.7670, -30.8658, 1.3898)
H (-16.5425, -29.8341, 2.2131)
H (-15.6908, -31.5507, 3.5318)
H (-15.5739, -33.2148, 2.7595)
H (-16.9840, -32.6393, 2.9586)
H (-16.1676, -30.4930, -1.7938)
H (-17.2032, -31.1223, -0.7382)
C (-22.6904, -28.1769, -1.7005)
C (-21.6107, -28.6578, -2.6926)
C (-20.2128, -28.1918, -2.2839)
O (-19.8813, -28.5200, -0.9426)
C (-19.2241, -29.7792, -0.7045)
N (-21.6779, -30.1476, -2.7024)
H (-22.5247, -28.7894, -0.8142)
H (-23.7074, -28.0165, -2.0584)
H (-22.5462, -27.1407, -1.3943)
H (-21.8929, -28.1974, -3.6394)
H (-20.0867, -27.1097, -2.3187)
H (-19.5236, -28.6609, -2.9861)
H (-19.6656, -30.6894, -1.1103)
H (-18.9316, -30.1295, 0.2854)
H (-18.2333, -29.8086, -1.1578)
H (-21.4001, -30.4785, -1.7895)
H (-20.9723, -30.4759, -3.3463)
C (-12.9284, -33.0449, -1.1750)
C (-12.5023, -31.7030, -0.5709)
C (-13.5368, -30.8941, 0.2238)
O (-12.9598, -29.6628, 0.6140)
C (-13.4737, -29.2200, 1.8331)
N (-11.3668, -31.9860, 0.4226)
H (-13.6843, -33.5077, -0.5406)
H (-12.2447, -33.8572, -1.4217)
H (-13.4297, -32.7738, -2.1042)
H (-11.9045, -31.0892, -1.2446)
H (-13.7564, -31.6060, 1.0195)
H (-14.5011, -30.8579, -0.2828)
H (-14.2676, -28.5676, 1.4696)
H (-12.7494, -28.6788, 2.4418)
H (-13.9901, -29.9894, 2.4070)
H (-11.2981, -31.1250, 0.9462)
H (-10.4874, -32.0789, -0.0654)
C (-14.5125, -28.6578, -5.1322)
C (-15.9513, -28.8810, -4.5958)
C (-16.4770, -27.4587, -4.0972)
O (-17.7342, -27.5266, -3.3414)
C (-17.5762, -27.8247, -1.9742)
N (-16.6592, -29.3384, -5.7573)
H (-14.0758, -29.5097, -5.6534)
H (-13.9483, -28.3646, -4.2469)
H (-14.4192, -27.7964, -5.7935)
H (-15.9667, -29.4260, -3.6519)
H (-16.5976, -26.8614, -5.0010)
H (-15.6815, -26.9336, -3.5684)
H (-16.6968, -27.3030, -1.5967)
H (-17.3093, -28.8462, -1.7032)
H (-18.4966, -27.4665, -1.5130)
H (-17.5763, -29.1603, -5.3735)
H (-16.5024, -28.6384, -6.4683)
C (-16.9995, -30.6987, 5.6473)
C (-16.0942, -29.8853, 6.4918)
C (-14.6025, -29.9200, 6.0112)
O (-14.2261, -31.2731, 6.3126)
C (-12.9685, -31.6533, 5.6632)
N (-16.6477, -28.6325, 6.6535)
H (-16.8897, -31.7807, 5.7195)
H (-16.8648, -30.4917, 4.5856)
H (-18.0725, -30.6229, 5.8233)
H (-15.9071, -30.2083, 7.5159)
H (-13.9649, -29.2740, 6.6148)
H (-14.4720, -29.6255, 4.9699)
H (-12.6622, -32.6460, 5.9932)
H (-12.1206, -31.0520, 5.9913)
H (-12.9497, -31.5553, 4.5778)
H (-16.7077, -28.1974, 5.7440)
H (-17.6359, -28.8206, 6.7441)

Results of the Mulliken charge analysis, in e, for atoms 1 through 99: -1.1172 0.1976 -1.4818 -0.1008 -0.9283 -0.7675 -0.1681 0.5742 0.3362 0.6116 0.5947 0.5975 0.2611 0.2517 0.5057 0.2915 0.2699 -2.0635 0.6936 -0.3184 1.2429 1.7471 0.3753 0.7071 -0.3368 0.4458 0.0487 -0.3619 0.4129 -0.2699 0.4546 -2.4201 0.3587 -1.3187 -1.2917 -0.2715 -0.5745 -0.2241 -1.4972 -0.7862 0.2799 0.3514 0.3276 0.4790 0.4608 0.4235 0.2382 0.2770 1.2916 0.4090 0.3285 -1.3176 0.3460 0.7893 -0.5316 -0.2569 -0.8493 0.1694 0.4027 0.2831 0.5226 0.0394 -0.2539 0.1806 0.3780 -0.1859 0.2818 0.2744 -1.5839 1.6332 -0.9732 -0.4141 -1.2537 -0.7376 0.3937 0.4068 0.3633 -0.8118 0.4017 0.3572 0.6420 0.6464 0.4105 0.3384 0.3478 -1.4622 0.3074 -0.3979 -0.3511 -0.6752 -0.8216 0.4726 0.2981 0.5146 0.3149 0.5110 -0.0862 0.2867 0.3384



Stability comparison, relative energies in kJ/mol: #1 0.0; #2 1121.5



#1
Molecular formula: C6H10N2
Method: DFT, ωB97M-V/def2-TZVPD

Its highest occupied orbital energy is -19.7791 eV. As for the net charge: +2. The calculation puts the orbital gap at 7.86 eV. As for the LUMO energy: -11.9 eV. The multiplicity is 1.

Cartesian coordinates (Å):
C (-0.1607, 0.5671, -1.7613)
C (-1.3632, 0.0542, -1.3192)
C (0.7671, 0.4078, -0.6090)
C (-1.3110, -0.3111, 0.0436)
C (2.1341, 0.6654, -0.5460)
C (0.5345, -0.3946, 1.7432)
N (0.0420, -0.2145, 0.3748)
N (-2.4124, -0.7014, 0.6553)
H (0.1162, 0.6501, -2.8583)
H (-2.3917, -0.0522, -1.7463)
H (2.4648, 1.7256, -0.7269)
H (2.6920, 0.4260, -1.4468)
H (2.5908, 0.2910, 0.3028)
H (0.7714, 0.6416, 2.1879)
H (1.4701, -1.0046, 1.6722)
H (-0.0772, -1.1038, 2.3411)
H (-3.2829, -0.5029, 0.1759)
H (-2.5837, -1.1437, 1.5171)

In the Mulliken picture, each atom carries the following charge in e: -0.7343 -0.4500 1.0308 0.9249 -1.1262 -0.9992 0.0380 -0.2181 0.4115 0.3679 0.3876 0.4027 0.3341 0.3820 0.3768 0.3464 0.2714 0.2536



#2
Molecular formula: C6H10N2
Method: DFT, ωB97M-V/def2-TZVPD

Its highest occupied orbital energy (spin up / spin down) is -18.3225 / -18.3235 eV. As for the net charge: +2. The calculation puts the orbital gap (spin up / spin down) at 7.42 / 7.42 eV. As for the LUMO energy (spin up / spin down): -10.9 / -10.9 eV. The multiplicity is 1.

Cartesian coordinates (Å):
C (1.3975, 0.9988, 0.0440)
C (2.3446, 1.8536, -0.0010)
C (0.6569, -0.1346, 0.0477)
C (-1.6049, 0.7273, 0.2404)
C (1.4526, -1.4059, 0.0475)
C (-1.4146, -1.4812, 0.0185)
N (-0.7244, -0.1790, 0.0549)
N (-2.4008, 1.6298, -0.0903)
H (2.8394, 2.2627, 0.8748)
H (2.7012, 2.3015, -0.9241)
H (2.1522, -1.3989, -0.7908)
H (0.8626, -2.3105, -0.0312)
H (2.0644, -1.4704, 0.9487)
H (-2.4991, -1.3547, 0.0333)
H (-1.1377, -2.0860, 0.8854)
H (-1.1441, -2.0061, -0.9015)
H (-2.5495, 1.9507, -1.0620)
H (-2.9960, 2.1029, 0.6058)

In the Mulliken picture, each atom carries the following charge in e: -0.0970 -0.7666 1.0675 0.4429 -1.2810 -1.1390 0.2397 -0.1727 0.3007 0.2973 0.3812 0.3744 0.3565 0.4530 0.4248 0.4392 0.3293 0.3497



Stability comparison, relative energies in kJ/mol: #1 0.0; #2 270.6



#1
Molecular formula: C4H9NOS2
Method: DFT, ωB97M-V/def2-TZVPD

Its highest occupied orbital energy is -7.8348 eV. As for the net charge: 0. The calculation puts the orbital gap at 8.06 eV. As for the LUMO energy: 0.2 eV. The multiplicity is 1.

Cartesian coordinates (Å):
C (-2.9358, -0.9576, 0.0899)
C (2.2654, 0.0781, -0.0488)
C (-0.2595, 0.3377, -0.6694)
C (0.7875, -0.0053, 0.2934)
N (-2.4460, -1.0858, 1.1679)
O (-3.5596, -0.6567, -0.8782)
S (-0.8042, 1.9416, -0.6813)
S (0.4289, -1.8132, 0.5947)
H (2.6163, 1.1208, -0.2791)
H (2.3359, -0.5874, -0.8687)
H (2.8342, -0.0739, 0.8892)
H (-0.1613, -0.1215, -1.7544)
H (0.5921, 0.5706, 1.2789)
H (-0.8989, 2.0829, 0.6522)
H (-1.7246, -1.7687, 1.3376)
H (0.1477, 3.1332, -0.4122)
H (0.7818, -2.1950, -0.7117)

In the Mulliken picture, each atom carries the following charge in e: 0.6654 -1.1186 -0.3165 -0.1045 -0.4598 -0.4679 -0.1496 -0.2949 0.2980 0.3443 0.2901 0.2756 0.3945 0.1602 0.2843 0.0583 0.1411



#2
Molecular formula: C4H9NOS2
Method: DFT, ωB97M-V/def2-TZVPD

Its highest occupied orbital energy is -7.6416 eV. As for the net charge: 0. The calculation puts the orbital gap at 3.92 eV. As for the LUMO energy: -3.7 eV. The multiplicity is 1.

Cartesian coordinates (Å):
S (0.1868, -1.8460, 2.4438)
S (-0.7713, -1.8297, -2.0644)
C (-0.3137, -1.4781, -0.4385)
C (0.8024, -0.4846, -0.4451)
C (0.2841, 0.7813, -1.2067)
N (-0.8767, 1.3845, -0.2111)
C (-0.2285, 2.0766, 0.7057)
O (1.1397, 1.6233, -1.4982)
H (-1.1038, -1.5359, 2.6482)
H (-1.0974, -1.2426, 0.2683)
H (0.1140, -2.4877, -0.1344)
H (1.6088, -0.8359, -1.0802)
H (1.1976, -0.2941, 0.5499)
H (-0.3271, 0.2561, -2.0474)
H (0.8317, 2.2457, 0.5079)
H (-0.6173, 0.8226, 0.8142)
H (-0.8293, 2.8446, 1.1880)

In the Mulliken picture, each atom carries the following charge in e: -0.4834 -0.0584 -0.4802 -0.6660 0.5533 -0.3104 -0.0738 -0.6098 0.0576 0.3392 0.3349 0.3628 0.2979 -0.0635 0.3086 0.1910 0.3001



#3
Molecular formula: C4H9NOS2
Method: DFT, ωB97M-V/def2-TZVPD

As for the SMILES: C[C@@H](CSS)NC=O. Its highest occupied orbital energy is -9.1132 eV. As for the net charge: 0. The calculation puts the orbital gap at 9.61 eV. As for the LUMO energy: 0.5 eV. The multiplicity is 1.

Cartesian coordinates (Å):
C (1.3215, -1.0653, 0.0496)
C (0.2872, 0.0384, 0.3700)
C (-0.5984, 0.0884, -0.9345)
S (-0.5637, 1.4895, -2.0621)
S (1.4021, 2.1035, -2.1826)
N (-0.5137, -0.1891, 1.5731)
C (-1.7902, 0.2539, 1.8381)
O (-2.5842, 0.8507, 1.1634)
H (1.8416, -1.4947, 0.8996)
H (0.9426, -1.9777, -0.3913)
H (2.0966, -0.4649, -0.4472)
H (0.8151, 0.9953, 0.5041)
H (-0.5568, -0.8578, -1.4883)
H (-1.6178, -0.0247, -0.5552)
H (1.9092, 1.4142, -3.2011)
H (-0.3444, -1.1031, 1.9759)
H (-2.0466, -0.0567, 2.8885)

In the Mulliken picture, each atom carries the following charge in e: -1.4133 0.3245 -0.7113 -0.0629 -0.2459 -0.2742 -0.0449 -0.5073 0.4442 0.4444 0.2914 0.2884 0.3917 0.2972 0.1525 0.2798 0.3458



Stability comparison, relative energies in kJ/mol: #1 318.1; #2 869.2; #3 0.0